1.
Density functional theory data (the ωB97M-V functional and the def2-TZVPD basis) for a molecular structure, C3H4S.

Calculated values
- Kohn-Sham gap (eV) = 9.325
- total energy (a.u.) = -514.842309
- charge = 0
- spin multiplicity = 1
- highest occupied orbital energy (eV) = -8.372

Geometry as XYZ:
```
8
Properties=species:S:1:pos:R:3:mulliken_charge:R:1
C -0.3313 0.4513 0.0006 -0.535
C 0.7733 1.1958 -0.0004 -0.195
C 0.2928 -0.9087 -0.0002 -0.381
S 1.9593 -0.1107 0.0001 -0.163
H -1.3743 0.7071 0.0012 0.341
H 0.9838 2.2468 -0.0007 0.372
H 0.1340 -1.5063 0.8939 0.281
H 0.1333 -1.5061 -0.8944 0.282
```

=====

2.
Density functional theory data (the ωB97M-V functional and the def2-TZVPD basis) for a single C2H6Cl2OSi molecule at a distorted geometry.

Calculated values
- Kohn-Sham gap (alpha / beta) (eV) = 5.548 / 9.528
- total energy (a.u.) = -1364.752408
- charge = 0
- spin multiplicity = 3
- highest occupied orbital energy (alpha / beta) (eV) = -5.360 / -10.308

Geometry as XYZ:
```
12
Properties=species:S:1:pos:R:3:mulliken_charge:R:1
C 0.7021 0.7885 -1.1328 -0.904
C -2.5179 0.3847 1.0864 -0.182
O 1.9025 -0.7506 1.2335 -0.347
Si 0.9368 -0.7525 -0.0317 0.583
Cl -2.6497 0.6103 -0.6665 -0.153
Cl -0.7168 -0.3805 1.4334 -0.215
H 0.5339 1.6473 -0.4914 0.281
H 1.5962 1.1954 -1.5990 0.367
H -0.2224 0.5406 -1.5869 0.192
H -3.1298 -0.6140 1.2463 0.209
H 2.8259 -0.7065 1.1951 0.292
H 0.7393 -1.9628 -0.6864 -0.124
```

=====

3.
Density functional theory data (the ωB97M-V functional and the def2-TZVPD basis) for a molecular structure, C40H34BrCuN5O2SSi.

Calculated values
- Kohn-Sham gap (alpha / beta) (eV) = 4.039 / 5.899
- total energy (a.u.) = -6871.116105
- charge = 0
- spin multiplicity = 2
- highest occupied orbital energy (alpha / beta) (eV) = -4.693 / -6.553

Geometry as XYZ:
```
85
Properties=species:S:1:pos:R:3:mulliken_charge:R:1
Cu -0.5496 1.3080 -0.3276 -0.648
O 0.9195 -2.7232 1.3253 -0.716
C 0.9670 -3.4502 0.1747 0.667
C 1.4279 -4.7590 0.2971 -0.652
C 1.4845 -5.5878 -0.8070 -0.424
C 1.0720 -5.1239 -2.0519 -0.879
C 0.6228 -3.8226 -2.1696 -0.529
C 0.5749 -2.9637 -1.0756 0.669
C 0.0836 -1.5493 -1.2870 -1.136
O 0.9705 -0.5392 -0.6756 0.708
N -1.2391 -1.4481 -0.8057 0.052
N -1.8092 -0.1496 -0.8409 -0.349
C -3.0976 -0.1673 -0.4985 -0.283
C -3.9530 0.9123 -0.3093 0.341
Br -3.1478 2.6748 -0.1634 -0.290
C -5.3310 0.8882 -0.1707 -1.307
C -6.2389 -0.1583 -0.5877 0.846
C -5.9131 -1.1656 -1.5180 -0.346
C -6.8600 -2.0861 -1.9361 -0.596
C -8.1570 -2.0520 -1.4389 -0.441
C -8.4956 -1.0747 -0.5073 -0.447
C -7.5575 -0.1493 -0.0900 -0.542
H 0.6265 -1.8174 1.1562 0.221
H 1.7267 -5.1037 1.2802 0.457
H 1.8500 -6.6016 -0.6957 0.402
H 1.1057 -5.7715 -2.9187 0.422
H 0.3138 -3.4462 -3.1384 0.406
H 0.0736 -1.3288 -2.3559 0.543
H -1.3973 -1.9441 0.0669 0.531
H -3.5597 -1.1355 -0.3097 0.606
H -5.8033 1.7661 0.2583 0.249
H -4.9170 -1.1973 -1.9388 0.566
H -6.5864 -2.8384 -2.6676 0.361
H -8.8965 -2.7664 -1.7794 0.361
H -9.5020 -1.0397 -0.1059 0.354
H -7.8308 0.6047 0.6403 0.323
N 0.2056 2.6269 3.6065 0.016
C 0.0110 1.6884 4.6381 -0.298
C 0.2428 2.0511 5.9537 -0.716
C 0.0589 1.1338 6.9812 -0.575
C -0.3459 -0.1568 6.6952 -0.677
C -0.5731 -0.5259 5.3729 -0.722
C -0.4065 0.3934 4.3542 1.096
S -0.7870 -0.0687 2.6867 -0.197
N -0.2132 1.2234 1.7830 0.181
C 0.1203 2.3487 2.2694 0.452
C 0.4064 3.4468 1.3062 0.748
C 0.7828 4.7214 1.7038 -0.781
C 0.9199 5.7226 0.7568 -0.668
C 0.6964 5.4190 -0.5687 -0.826
C 0.3625 4.1133 -0.8917 -0.480
N 0.2148 3.1516 0.0135 0.948
H 0.4638 3.5514 3.8892 -0.017
H 0.5686 3.0621 6.1765 0.385
H 0.2363 1.4365 8.0050 0.378
H -0.4919 -0.8773 7.4885 0.384
H -0.8890 -1.5335 5.1264 0.422
H 0.9577 4.9552 2.7447 0.415
H 1.1983 6.7256 1.0554 0.451
H 0.7794 6.1697 -1.3428 0.458
H 0.1874 3.8247 -1.9198 0.544
C 4.1556 -2.8949 -4.5281 -0.478
C 4.6528 -3.1952 -3.2680 -0.675
C 4.1859 -2.5074 -2.1558 -0.545
C 3.2164 -1.5111 -2.2801 1.002
C 2.7326 -1.2190 -3.5606 0.040
C 3.1924 -1.9045 -4.6747 -0.966
Si 2.6399 -0.5766 -0.7681 -0.359
C 3.3397 1.1497 -0.8356 0.595
C 3.4161 1.8591 -2.0385 -0.240
C 4.0590 3.0854 -2.1061 -0.729
C 4.6333 3.6324 -0.9645 -0.501
C 4.5630 2.9479 0.2405 -0.677
C 3.9278 1.7133 0.2998 -0.334
H 4.5200 -3.4295 -5.3967 0.397
H 5.3992 -3.9710 -3.1507 0.416
H 4.5672 -2.7625 -1.1712 0.337
H 1.9797 -0.4469 -3.6923 0.286
H 2.7966 -1.6740 -5.6561 0.408
H 3.1571 -1.2602 0.4358 -0.246
H 2.9967 1.4337 -2.9450 0.207
H 4.1236 3.6089 -3.0521 0.420
H 5.1368 4.5903 -1.0139 0.405
H 5.0200 3.3665 1.1295 0.428
H 3.9061 1.1688 1.2407 0.383
```

=====

4.
Density functional theory data (the ωB97M-V functional and the def2-TZVPD basis) for a gas-phase ion, C6H12BrN2OS (charge +1) at a distorted geometry.

Calculated values
- Kohn-Sham gap (alpha / beta) (eV) = 6.674 / 6.673
- total energy (a.u.) = -3392.377664
- charge = +1
- spin multiplicity = 1
- highest occupied orbital energy (alpha / beta) (eV) = -12.435 / -12.435

Geometry as XYZ:
```
23
Properties=species:S:1:pos:R:3:mulliken_charge:R:1
C 1.4028 -0.6234 0.8250 0.817
C 2.5180 -0.4822 0.1349 -0.720
C 0.7790 1.6798 1.1726 -0.711
C -0.9512 -2.1161 -1.2436 -0.792
C -0.9072 -0.1557 1.3099 -0.948
C -1.5973 -0.1441 -0.0734 -0.491
N 0.1669 2.0837 -1.4368 -0.387
N 0.4743 0.2766 1.2021 0.172
O -0.7690 -0.7257 -1.0555 -0.346
S 1.4735 2.3131 -0.4096 0.061
Br 4.2649 -0.6502 -0.0987 0.172
H 1.0978 -1.6639 0.9616 0.345
H -0.1209 2.2482 1.3955 0.320
H 1.5645 1.9114 1.8989 0.371
H -0.8030 -2.6780 -0.3158 0.334
H -0.2072 -2.4259 -1.9750 0.266
H -1.9513 -2.3298 -1.6299 0.318
H -0.9158 -1.1647 1.7266 0.359
H -1.4450 0.4979 1.9966 0.389
H -2.5609 -0.6588 -0.0038 0.479
H -1.7712 0.8879 -0.3889 0.425
H 0.1603 2.7771 -2.1757 0.313
H 0.0979 1.1429 -1.8170 0.254
```

=====

5.
Density functional theory data (the ωB97M-V functional and the def2-TZVPD basis) for a gas-phase ion, C3H6NO2 (charge -1) at a distorted geometry.

Calculated values
- Kohn-Sham gap (eV) = 8.334
- total energy (a.u.) = -323.210896
- structure (SMILES) = C[C@H](N)C(=O)[O-]
- charge = -1
- spin multiplicity = 1
- highest occupied orbital energy (eV) = -3.985

Geometry as XYZ:
```
12
Properties=species:S:1:pos:R:3:mulliken_charge:R:1
C 0.3363 0.4807 1.1199 -1.323
C 0.3450 -0.0308 -0.3195 0.385
N -0.3297 0.8488 -1.2739 -0.658
C -0.2345 -1.4589 -0.3963 0.454
O 0.4942 -2.3233 0.1155 -0.738
O -1.4041 -1.5511 -0.8052 -0.745
H 0.7679 1.4841 1.1727 0.330
H -0.6916 0.4587 1.5193 0.286
H 0.8918 -0.2244 1.7352 0.345
H 1.3787 -0.1428 -0.6530 0.173
H -1.3194 0.6396 -1.2478 0.283
H -0.2346 1.8194 -0.9669 0.208
```

=====

6.
Density functional theory data (the ωB97M-V functional and the def2-TZVPD basis) for 8 unconnected molecules or ions with the total composition C16H48O16 at a distorted geometry.

Calculated values
- Kohn-Sham gap (alpha / beta) (eV) = 1.875 / 9.762
- total energy (a.u.) = -1841.960963
- charge = -1
- spin multiplicity = 2
- highest occupied orbital energy (alpha / beta) (eV) = 0.430 / -7.531

Geometry as XYZ:
```
80
Properties=species:S:1:pos:R:3:mulliken_charge:R:1
C 1.2204 -3.3915 1.9985 -0.877
C 0.9152 -4.8980 1.6452 -0.621
O -0.0594 -5.3646 2.6158 -0.299
O 2.2054 -2.8055 1.1608 0.229
H 1.5587 -3.1079 2.9951 0.337
H 0.2948 -2.8385 1.8383 -0.093
H 1.7713 -5.5604 1.7734 0.210
H 0.5155 -5.1531 0.6637 0.107
H -0.8729 -5.4156 2.1086 0.428
H 3.0243 -3.3055 1.1911 0.162
C -0.5780 0.5140 0.1188 -0.291
C 0.6317 -0.0989 -0.4277 -0.844
O 1.6907 0.0837 0.4415 -0.481
O -0.4110 1.9158 0.2446 -0.395
H -0.8297 0.1739 1.1233 -0.322
H -1.5165 0.2455 -0.3661 0.316
H 1.1027 0.3540 -1.3001 0.401
H 0.5198 -1.1419 -0.7236 0.869
H 1.8386 -0.8179 0.7363 0.105
H 0.5137 2.1006 0.0649 0.243
C -3.9107 0.0623 -3.3785 -0.415
C -2.5026 -0.6184 -3.5231 -0.384
O -1.7312 0.1892 -4.3165 -0.480
O -4.0641 0.6519 -2.1536 -0.237
H -4.7214 -0.6395 -3.5739 0.434
H -3.9782 0.8425 -4.1366 0.162
H -2.5182 -1.5631 -4.0666 0.284
H -1.9389 -0.7586 -2.6008 -0.083
H -2.2296 0.2095 -5.1367 0.302
H -4.9168 0.3448 -1.8369 0.237
C -2.4439 -0.5277 5.2961 -0.803
C -1.1465 -0.4723 4.4537 -0.352
O -0.9602 0.7277 3.7338 -0.272
O -2.3692 0.2766 6.4723 -0.432
H -2.5338 -1.5748 5.5851 0.378
H -3.2084 -0.1734 4.6047 0.305
H -1.0781 -1.2962 3.7434 0.257
H -0.2210 -0.5378 5.0258 0.371
H -1.1741 1.3484 4.4342 0.209
H -3.1093 0.0100 7.0226 0.298
C 0.9609 3.3478 3.4121 0.101
C -0.0805 4.3734 2.9435 -0.247
O -0.5998 4.9934 4.0988 -0.592
O 2.2223 3.9680 3.3157 -0.576
H 0.8917 2.5399 2.6836 -0.113
H 0.9142 3.1038 4.4734 0.338
H -0.8876 4.0533 2.2846 0.147
H 0.3351 5.2212 2.3989 0.326
H 0.1477 5.4162 4.5279 0.326
H 2.9629 3.3849 3.4976 0.299
C -1.7807 4.5765 -1.5557 -0.022
C -2.3443 5.9247 -1.7745 -0.799
O -2.5929 6.1996 -3.1085 -0.511
O -1.5160 4.4690 -0.2181 -0.387
H -0.8623 4.5546 -2.1424 0.227
H -2.5515 3.9206 -1.9603 0.193
H -1.6189 6.5887 -1.3044 0.361
H -3.3266 5.9230 -1.3021 0.298
H -1.7524 6.5234 -3.4407 0.308
H -1.3629 3.5372 -0.0450 0.420
C 5.3457 -0.9083 -0.6673 -0.593
C 4.1121 -1.1320 -1.5336 0.404
O 3.7575 -0.2902 -2.6499 -0.533
O 5.3479 0.3032 -0.0548 -0.494
H 6.1293 -0.8342 -1.4212 0.309
H 5.6277 -1.6062 0.1211 0.311
H 3.2593 -1.1595 -0.8553 -0.207
H 4.2163 -2.0899 -2.0431 0.289
H 4.0311 0.6269 -2.5746 0.296
H 4.5480 0.3190 0.4758 0.330
C 0.4999 -3.9101 -4.5977 -0.218
C 0.2629 -4.1746 -3.0596 -0.486
O 1.2690 -5.1159 -2.5619 -0.221
O 0.3160 -5.0588 -5.3595 -0.375
H 1.4536 -3.5214 -4.9548 0.303
H -0.1869 -3.0874 -4.7968 -0.053
H -0.7177 -4.6270 -2.9125 0.609
H 0.2318 -3.1945 -2.5835 -0.276
H 1.1798 -5.9237 -3.0729 0.216
H -0.6211 -5.2243 -5.2333 0.329
```

=====

7.
Density functional theory data (the ωB97M-V functional and the def2-TZVPD basis) for a molecular structure, C23H41HfN2O4P at a distorted geometry.

Calculated values
- Kohn-Sham gap (alpha / beta) (eV) = 7.447 / 5.233
- total energy (a.u.) = -1699.866536
- charge = +3
- spin multiplicity = 2
- highest occupied orbital energy (alpha / beta) (eV) = -18.788 / -18.784

Geometry as XYZ:
```
72
Properties=species:S:1:pos:R:3:mulliken_charge:R:1
C -1.8344 1.2712 -0.5039 0.278
N -0.5830 1.4556 -1.0172 0.660
C -0.4046 2.2947 -2.0678 0.817
C -1.4184 3.1226 -2.5130 -0.914
C -2.6229 3.1212 -1.8288 -0.795
C -2.8281 2.1732 -0.8461 -1.061
Hf 1.2398 0.2120 -0.5070 1.868
C 1.0966 -1.6000 0.9398 0.148
O 1.8034 -2.4937 1.3103 -0.126
C 0.9357 2.2073 -2.7903 -1.373
N 2.1124 1.8869 -1.9200 -0.048
C 2.5672 3.1726 -1.2719 -0.962
C 1.5270 3.9401 -0.4741 -0.973
C -2.2664 -0.1198 -0.0305 -1.113
P -1.0504 -1.1976 0.9713 1.461
C -1.9776 -2.8047 0.6042 1.283
C -3.2271 -3.0483 1.4783 -1.697
C -1.3030 -0.7667 2.8556 1.584
C -0.6407 -1.8848 3.6801 -1.535
C -0.6039 0.5605 3.1590 -1.727
C -2.7697 -0.5550 3.2930 -1.613
C -2.5146 -2.9012 -0.8564 -1.471
C -1.0094 -3.9916 0.7971 -1.576
C 3.2800 1.3577 -2.6856 -0.528
C 3.0825 0.0185 -3.3501 -1.132
H -1.2242 3.6979 -3.4111 0.569
H -3.4169 3.7506 -2.1860 0.488
H -3.7962 2.0058 -0.4102 0.607
H -3.2830 -0.1059 0.4224 0.883
H -0.7457 0.7985 4.2279 0.622
H 0.4697 0.5403 2.9614 0.311
H -1.0398 1.3833 2.5807 0.301
H -2.7815 -0.1069 4.3010 0.494
H -3.2955 0.1370 2.6259 0.380
H -3.3648 -1.4697 3.3506 0.356
H -0.5532 -1.5789 4.7368 0.479
H -1.1938 -2.8317 3.6577 0.313
H 0.3644 -2.1024 3.3143 0.339
H -3.7490 -3.9483 1.0962 0.528
H -2.9874 -3.2452 2.5312 0.389
H -3.9227 -2.1992 1.4080 0.357
H -3.1274 -2.0620 -1.2372 0.315
H -1.6955 -3.0826 -1.5484 0.390
H -3.1808 -3.7801 -0.9444 0.508
H -0.7099 -4.1554 1.8422 0.315
H -1.5099 -4.9112 0.4417 0.467
H -0.0977 -3.8794 0.1983 0.276
H 0.8043 1.4088 -3.5390 0.412
H 1.1144 3.1579 -3.3402 0.460
H 3.4402 2.9122 -0.6571 0.535
H 2.9182 3.7793 -2.1154 0.600
H 4.1032 1.2892 -1.9704 0.397
H 3.5460 2.1229 -3.4236 0.576
H 3.9176 -0.1630 -4.0322 0.503
H 3.0837 -0.8159 -2.6370 0.257
H 2.1658 -0.0216 -3.9414 0.216
H 2.0344 4.8334 -0.0926 0.459
H 0.6671 4.2910 -1.0567 0.328
H 1.1808 3.3847 0.3992 0.172
C 0.7370 -2.2179 -2.7146 -0.796
H 1.1120 -2.2024 -3.7690 0.409
H -0.3477 -2.1832 -2.6290 0.224
H 1.0834 -3.1117 -2.2082 0.312
O 1.2117 -1.1067 -1.9160 -0.732
H -2.6166 -0.5883 -1.0077 0.245
C 3.8798 1.0737 2.5592 -1.258
C 2.9309 0.9087 1.3950 0.657
O 3.2638 0.2693 0.3254 -0.642
O 1.7229 1.3474 1.4560 -0.572
H 4.0399 0.0998 3.0474 0.302
H 3.4129 1.7725 3.2637 0.378
H 4.8447 1.4746 2.2195 0.415
```

=====

8.
Density functional theory data (the ωB97M-V functional and the def2-TZVPD basis) for 2 unconnected molecules or ions with the total composition C4H9NO.

Calculated values
- Kohn-Sham gap (eV) = 9.610
- total energy (a.u.) = -287.728618
- charge = 0
- spin multiplicity = 1
- highest occupied orbital energy (eV) = -8.495

Geometry as XYZ:
```
15
Properties=species:S:1:pos:R:3:mulliken_charge:R:1
C -0.6316 1.7070 1.3598 -0.940
C 0.2737 1.6274 0.1599 -0.154
C 1.2871 0.7681 0.0607 -0.689
C -0.0821 -1.7432 -0.4926 -0.259
O -0.9267 -0.9859 -1.2082 -0.422
N -0.0569 -2.9562 -1.0406 -0.193
H -1.6618 1.9578 1.0839 0.304
H -0.2847 2.4844 2.0507 0.309
H -0.6434 0.7551 1.9024 0.285
H -0.8362 -0.0906 -0.8388 0.402
H 0.0968 2.3391 -0.6474 0.334
H 1.9311 0.7346 -0.8146 0.305
H 1.4852 0.0316 0.8329 0.262
H -0.5797 -3.2073 -1.8752 0.202
H 0.5527 -3.6455 -0.6350 0.255
```